(A)
{"formula": "C6H6N", "method": "ωB97M-V/def2-TZVPD", "total_charge": 1, "elements": ["C", "C", "C", "C", "C", "C", "N", "H", "H", "H", "H", "H", "H"], "coordinates": [[2.6051, 0.4994, -0.7560], [2.4866, 0.7906, 0.5507], [0.6451, -1.1283, -0.1177], [-2.3576, -0.4320, -0.4141], [1.5734, -0.1449, -0.0221], [-2.1772, 0.3574, 0.5919], [-0.0989, -2.0228, -0.0183], [3.1508, 0.6632, -1.6974], [2.7332, 1.2387, 1.5418], [-2.7320, 0.0431, -1.2402], [-2.5493, 1.4289, 0.5731], [-1.4889, 0.0714, 1.4498], [-1.7905, -1.3647, -0.4415]], "mulliken_charge": [-0.1413, -0.1188, 0.2974, -0.6217, 0.4166, -0.5129, -0.2815, 0.3728, 0.3770, 0.3101, 0.2217, 0.2882, 0.3925]}

***

(B)
{"formula": "C6H6N", "method": "ωB97M-V/def2-TZVPD", "total_charge": 1, "elements": ["C", "C", "C", "C", "C", "C", "N", "H", "H", "H", "H", "H", "H"], "coordinates": [[-2.8144, -0.0194, 1.9109], [-2.5134, -0.0418, 0.4872], [-1.9878, -0.2737, -0.6001], [-1.5882, -0.3614, 1.6405], [-0.7757, 0.0392, -1.2164], [-0.0703, -0.3918, 1.2851], [0.1647, 0.4254, 0.0529], [-0.2301, -0.7418, -1.7200], [-0.7324, 0.9181, -1.8102], [0.3255, -0.2124, 2.2933], [0.0717, -1.4895, 0.9537], [1.1255, 0.1897, -0.1542], [-0.0398, 1.4022, 0.1747]], "mulliken_charge": [-0.7136, 0.4583, -0.2308, 0.4061, -0.4335, -0.4774, -0.2078, 0.3375, 0.4041, 0.3899, 0.3449, 0.3452, 0.3771]}

***

The computed energies, referenced to the most stable structure and given in eV, are (A) 0.000; (B) 1.463.

***

(A)
{"formula": "C5H7NO2", "method": "ωB97M-V/def2-TZVPD", "total_charge": 0, "smiles": "C/C(C=O)=C\\C(N)=O", "elements": ["C", "C", "C", "O", "C", "C", "N", "O", "H", "H", "H", "H", "H", "H", "H"], "coordinates": [[0.2538, -0.4811, 1.5813], [0.5891, 0.3461, 0.4088], [1.8454, 1.4866, 0.6803], [2.4467, 1.5069, 1.7153], [0.2201, 0.3848, -0.8280], [-0.8075, -0.9545, -1.2571], [-2.0576, -0.5547, -1.5839], [-0.4400, -2.1027, -1.3090], [0.1162, 0.1464, 2.4641], [1.0747, -1.1583, 1.8170], [-0.6475, -1.0799, 1.4738], [1.9764, 2.2850, -0.0884], [0.5024, 1.0051, -1.6597], [-2.7187, -1.2271, -1.9480], [-2.3535, 0.3974, -1.4664]], "mulliken_charge": [-1.1152, 0.8797, -0.0459, -0.4470, -0.8234, 0.3966, -0.3611, -0.5592, 0.3248, 0.2608, 0.3892, 0.3094, 0.3541, 0.2241, 0.2130]}

***

(B)
{"formula": "C5H7NO2", "method": "ωB97M-V/def2-TZVPD", "total_charge": 0, "smiles": "[H]/N=C(/C=O)CC(C)=O", "elements": ["H", "N", "C", "C", "O", "C", "C", "C", "O", "H", "H", "H", "H", "H", "H"], "coordinates": [[-2.4212, 0.9028, 1.0474], [-1.5846, 1.4729, 0.9258], [-0.7265, 1.0392, 0.1106], [0.5169, 1.8639, -0.0315], [1.5255, 1.4697, -0.5411], [-0.7972, -0.1999, -0.7342], [0.4917, -1.0238, -0.7384], [0.9513, -1.4768, 0.6217], [1.0319, -1.3447, -1.7617], [0.4177, 2.8704, 0.4138], [-1.6157, -0.8391, -0.3926], [-0.9973, 0.1076, -1.7628], [0.5940, -2.5033, 0.7769], [2.0467, -1.4999, 0.6461], [0.5665, -0.8390, 1.4199]], "mulliken_charge": [0.2557, -0.7098, 0.4517, 0.0073, -0.4465, -0.5913, 0.7453, -1.1481, -0.5714, 0.3883, 0.3419, 0.2861, 0.3569, 0.2992, 0.3346]}

***

The computed energies, referenced to the most stable structure and given in eV, are (A) 0.541; (B) 0.000.

***

(A)
{"formula": "C5H7NO2", "method": "ωB97M-V/def2-TZVPD", "total_charge": 0, "elements": ["C", "C", "C", "C", "C", "H", "H", "H", "H", "H", "H", "H", "N", "O", "O"], "coordinates": [[-0.5693, 1.4868, -0.7066], [-0.0213, 0.3352, 0.1047], [-0.7092, -1.0216, -0.1165], [1.2076, -0.4897, -0.3590], [-0.2410, 0.8656, 1.5169], [-0.6363, 1.2032, -1.7794], [-1.7514, -0.9773, -0.3021], [-0.3992, -1.6440, 0.7762], [0.5898, -2.2579, -1.1546], [2.0498, 0.0405, -0.9380], [1.6669, -1.0553, 0.4487], [-0.5640, 1.9600, 1.5591], [0.2696, -1.2827, -1.1973], [-0.7419, 2.6529, -0.3750], [-0.1501, 0.1842, 2.5229]], "mulliken_charge": [-0.1870, 1.1766, -0.8610, -0.6512, -0.3131, 0.3845, 0.4061, 0.3329, 0.2601, 0.2555, 0.3549, 0.3621, -0.5333, -0.4949, -0.4921]}

***

(B)
{"formula": "C5H7NO2", "method": "ωB97M-V/def2-TZVPD", "total_charge": 0, "elements": ["C", "C", "C", "C", "C", "H", "H", "H", "H", "H", "H", "H", "N", "O", "O"], "coordinates": [[-0.9555, -0.7684, -1.3445], [-0.2301, -0.7669, -0.0029], [-0.1356, 0.6860, 0.7326], [-0.5063, 0.6024, 2.1985], [1.9161, 0.3817, -0.6589], [-0.6360, 0.0550, -2.1548], [-0.5302, -1.7713, -1.8543], [-2.0313, -0.3783, -1.1953], [-0.5641, -1.7235, 0.4821], [-0.5481, 1.5750, 0.0819], [-0.4382, -0.7486, 2.4742], [2.0708, 1.5753, -0.4385], [0.9643, 0.0580, 0.2298], [-1.0163, 1.4389, 2.9111], [2.6405, -0.2150, -1.4610]], "mulliken_charge": [-1.1680, -0.2711, 0.5639, -0.2462, 0.1312, 0.2669, 0.3249, 0.3401, 0.2620, 0.4206, 0.1389, 0.2046, -0.0244, -0.4361, -0.5073]}

***

(C)
{"formula": "C5H7NO2", "method": "ωB97M-V/def2-TZVPD", "total_charge": 0, "smiles": "C=CN(C=O)C(C)=O", "elements": ["C", "C", "N", "C", "O", "C", "C", "O", "H", "H", "H", "H", "H", "H", "H"], "coordinates": [[0.0026, -2.3512, 0.7497], [-0.1068, -1.4162, -0.1689], [-0.4122, -0.0289, 0.1580], [-0.8904, 0.3927, 1.3840], [-0.9299, 1.5323, 1.7869], [-0.2956, 1.0221, -0.7885], [1.1292, 1.5592, -1.1616], [-1.3250, 1.6107, -1.1809], [0.1566, -1.9651, 1.7520], [0.2265, -3.4173, 0.5831], [-0.2718, -1.6962, -1.2402], [-1.4576, -0.3586, 1.9092], [0.8318, 2.3789, -1.8147], [1.7130, 1.8979, -0.2919], [1.6296, 0.8396, -1.6760]], "mulliken_charge": [-0.8358, 0.1889, 0.2227, -0.1406, -0.5025, 0.3343, -1.0031, -0.5293, 0.2922, 0.2643, 0.2793, 0.4618, 0.3225, 0.2876, 0.3578]}

***

The computed energies, referenced to the most stable structure and given in eV, are (A) 1.208; (B) 2.910; (C) 0.000.

***

(A)
{"formula": "C5H7NO2", "method": "ωB97M-V/def2-TZVPD", "total_charge": 0, "elements": ["C", "C", "C", "C", "C", "O", "N", "O", "H", "H", "H", "H", "H", "H", "H"], "coordinates": [[-0.6020, -1.6223, 0.3126], [-0.0018, 1.0058, 0.4694], [-0.3164, -0.4185, -0.6128], [1.2796, -0.3457, -0.9413], [-0.8090, 2.0517, 0.7236], [1.1829, 0.7203, 1.1489], [1.4164, 0.9095, -0.2601], [-1.1389, -0.1560, -1.5208], [0.0060, -1.5855, 1.2144], [-0.3876, -2.5408, -0.2343], [-1.6588, -1.5863, 0.5801], [1.8512, -1.1583, -0.4950], [1.4608, -0.2029, -2.0042], [-0.5369, 2.8206, 1.4350], [-1.7457, 2.1085, 0.1846]], "mulliken_charge": [-1.3283, 0.5211, 1.1445, -0.6664, -0.9375, -0.3304, -0.1326, -0.6090, 0.3721, 0.3533, 0.3377, 0.3236, 0.3323, 0.3223, 0.2974]}

***

(B)
{"formula": "C5H7NO2", "method": "ωB97M-V/def2-TZVPD", "total_charge": 0, "smiles": "C=C[C@@H]1N[C@H]1C(=O)O", "elements": ["C", "C", "C", "N", "C", "C", "O", "O", "H", "H", "H", "H", "H", "H", "H"], "coordinates": [[-1.2268, -1.8060, -1.4641], [-1.5856, -0.8670, -0.5424], [-0.6274, 0.2237, -0.3921], [0.8474, -0.0108, -0.8669], [0.5443, 0.1705, 0.5569], [1.0195, 1.5176, 0.9321], [1.0259, 2.3935, 0.1606], [1.6166, 1.6357, 2.1221], [-0.2467, -2.0868, -2.0690], [-1.6085, -2.9513, -1.2783], [-2.3861, -0.8015, 0.2733], [-0.9272, 1.3449, -0.4895], [1.1501, 1.1045, -0.7990], [0.5004, -0.6963, 1.3770], [1.9041, 0.8294, 2.4794]], "mulliken_charge": [-0.5380, -0.4726, -0.1007, -0.6986, 0.0540, 0.6573, -0.4862, -0.4665, 0.2793, 0.1896, 0.3053, 0.3345, 0.3808, 0.2518, 0.3098]}

***

(C)
{"formula": "C5H7NO2", "method": "ωB97M-V/def2-TZVPD", "total_charge": 0, "smiles": "C=CO[C@@H](C#N)OC", "elements": ["C", "C", "O", "C", "C", "N", "O", "C", "H", "H", "H", "H", "H", "H", "H"], "coordinates": [[2.5816, 0.4617, 0.1412], [1.8069, -0.5252, -0.2310], [0.4838, -0.4334, -0.3031], [-0.3552, 0.1214, 0.6096], [-0.6722, 1.5214, 0.0816], [-1.1861, 2.4665, -0.2518], [-1.4850, -0.6590, 0.7860], [-2.1409, -0.8427, -0.4174], [2.0474, 1.2932, 0.3908], [3.6496, 0.5066, 0.2110], [2.1550, -1.5885, -0.5781], [0.1009, 0.2840, 1.6355], [-2.4169, 0.1596, -0.8811], [-3.1100, -1.3573, -0.1639], [-1.4588, -1.4083, -1.0291]], "mulliken_charge": [-0.7957, 0.1252, -0.3030, 0.0857, 0.4384, -0.4490, -0.3268, -0.6782, 0.2610, 0.2831, 0.2601, 0.3036, 0.2781, 0.2121, 0.3053]}

***

(D)
{"formula": "C5H7NO2", "method": "ωB97M-V/def2-TZVPD", "total_charge": 0, "smiles": "O=C(O)C1=NCCC1", "elements": ["O", "C", "O", "C", "N", "C", "C", "C", "H", "H", "H", "H", "H", "H", "H"], "coordinates": [[-2.1875, -1.1617, -0.2058], [-1.5392, -0.1386, -0.0400], [-2.0795, 1.0550, 0.1671], [-0.0200, -0.0525, 0.0000], [0.6704, -1.1417, 0.0231], [2.0753, -0.7713, 0.2600], [2.2317, 0.6179, -0.2921], [0.7578, 1.1764, -0.0049], [-3.0210, 1.0415, 0.2877], [2.2016, -0.8208, 1.3536], [2.7537, -1.6735, -0.0895], [3.1219, 1.2466, 0.0660], [2.3044, 0.4998, -1.3926], [0.3049, 1.9514, -0.5664], [0.7441, 1.6092, 0.9504]], "mulliken_charge": [-0.5403, 0.2532, -0.4220, 0.6414, -0.5096, -0.4806, -0.4693, -0.5938, 0.3402, 0.2606, 0.2642, 0.3193, 0.2189, 0.4055, 0.3124]}

***

The computed energies, referenced to the most stable structure and given in eV, are (A) 6.539; (B) 3.709; (C) 2.315; (D) 0.000.

***

(A)
{"formula": "C3H3N3", "method": "ωB97M-V/def2-TZVPD", "total_charge": 0, "elements": ["C", "C", "C", "N", "N", "N", "H", "H", "H"], "coordinates": [[1.5301, -0.7763, 0.0346], [-0.7255, -0.2979, -0.0391], [-1.7988, 0.3972, 0.0401], [0.1874, -1.1088, -0.0019], [1.7145, 0.4811, 0.0781], [1.2433, 1.5084, -0.0076], [2.3446, -1.5671, -0.2242], [-2.5982, 0.3459, -0.7245], [-1.8973, 1.0175, 0.8445]], "mulliken_charge": [-0.0366, 0.6159, -0.9130, -0.3618, 0.4467, -0.5317, 0.2731, 0.2273, 0.2803]}

***

(B)
{"formula": "C3H3N3", "method": "ωB97M-V/def2-TZVPD", "total_charge": 0, "elements": ["C", "C", "C", "N", "N", "N", "H", "H", "H"], "coordinates": [[-0.5997, -0.2317, -1.3128], [0.7567, -1.7727, -2.6859], [-0.0765, 0.0476, -0.0098], [-0.2856, -1.7447, -3.2410], [-1.4960, -1.1736, -3.1831], [-1.4610, -0.5239, -2.0881], [-0.3280, -0.7265, 0.7192], [1.0084, 0.1254, -0.0971], [-0.4538, 1.0131, 0.3269]], "mulliken_charge": [0.4503, -0.1501, -0.8913, 0.2436, -0.8992, 0.3450, 0.2676, 0.3165, 0.3177]}

***

The computed energies, referenced to the most stable structure and given in eV, are (A) 0.000; (B) 2.015.

***

(A)
{"formula": "C3H3N3", "method": "ωB97M-V/def2-TZVPD", "total_charge": 0, "smiles": "N#CC(N)C#N", "elements": ["N", "C", "C", "N", "C", "N", "H", "H", "H"], "coordinates": [[2.5246, -0.4414, -0.4035], [1.4789, -0.1175, -0.0360], [0.0670, 0.0863, 0.3588], [-0.6362, -1.0592, -0.1482], [-0.4167, 1.4234, -0.0909], [-0.8037, 2.4587, -0.4305], [0.0141, 0.0983, 1.4549], [-1.3680, -1.4307, 0.4263], [-0.8601, -1.0180, -1.1310]], "mulliken_charge": [-0.3630, 0.0629, 0.4927, -0.5649, 0.0479, -0.3563, 0.2253, 0.2259, 0.2295]}

***

(B)
{"formula": "C3H3N3", "method": "ωB97M-V/def2-TZVPD", "total_charge": 0, "smiles": "c1cnncn1", "elements": ["C", "C", "N", "N", "C", "N", "H", "H", "H"], "coordinates": [[-0.9178, -0.1095, 0.5147], [-0.2621, -1.0445, -0.3146], [0.8390, -0.7519, -1.0143], [1.4014, 0.3696, -0.7494], [0.8373, 1.1114, 0.1753], [-0.4121, 1.0380, 0.7172], [-1.9662, -0.6208, 0.7628], [-0.6660, -1.9593, -0.5036], [1.1464, 1.9670, 0.4119]], "mulliken_charge": [0.1844, -0.1947, -0.3587, -0.2670, -0.0460, -0.5398, 0.2281, 0.4670, 0.5266]}

***

(C)
{"formula": "C3H3N3", "method": "ωB97M-V/def2-TZVPD", "total_charge": 0, "smiles": "N#CC(N)C#N", "elements": ["N", "C", "C", "N", "C", "N", "H", "H", "H"], "coordinates": [[2.6305, -0.8915, -0.3010], [1.6126, -0.3816, -0.0833], [0.2425, 0.0722, 0.2921], [-0.7163, -0.8453, -0.2730], [-0.4136, 1.4793, 0.1460], [-1.4425, 2.0068, 0.2950], [0.2165, 0.0415, 1.3829], [-1.6109, -0.3737, -0.2254], [-0.5187, -1.1078, -1.2332]], "mulliken_charge": [-0.3618, 0.1667, 0.3786, -0.5776, 0.1491, -0.4484, 0.1430, 0.2899, 0.2605]}

***

The computed energies, referenced to the most stable structure and given in eV, are (A) 0.000; (B) 1.541; (C) 0.723.